Here is a 9-piece molecular cluster, C22H48Br10N4O4 overall from the OMol25 dataset. Energies are from wB97M-V/def2-TZVPD.

ORCA input file:
```
! RIJCOSX wB97M-V def2-TZVPD def2/J DEFGRID3
* xyz 0 1
C -10.98093 9.79488 -4.01748
N -12.35055 9.31810 -3.84662
C -12.60019 7.86800 -4.10248
C -13.31517 10.21895 -3.36983
O -14.46561 9.88086 -3.12198
H -10.56257 9.31432 -4.90187
H -10.41013 9.36963 -3.19199
H -10.92395 10.88245 -4.06258
H -12.20346 7.52599 -5.05837
H -12.10013 7.25769 -3.35044
H -13.62159 7.49370 -4.17136
H -12.90125 11.17706 -3.01926
C -13.61614 10.01791 4.49940
N -13.20013 10.79974 3.29780
C -11.85577 11.23546 3.33406
C -13.95046 10.81538 2.13601
O -13.64800 11.44904 1.09602
H -13.12764 10.46458 5.36540
H -13.21699 9.02216 4.30638
H -14.70317 10.04410 4.57553
H -11.62727 11.93005 2.52570
H -11.54564 11.64578 4.29508
H -11.08425 10.48147 3.17798
H -14.83659 10.17407 2.26125
C -18.82747 10.90560 -2.22225
N -18.51001 9.50510 -1.87402
C -17.33581 9.24791 -1.02995
C -19.44563 8.58238 -2.19164
O -19.27903 7.40349 -1.93273
H -19.56104 10.96339 -3.02638
H -17.93975 11.49422 -2.45370
H -19.33556 11.36283 -1.37319
H -17.22128 8.17293 -0.89072
H -16.49511 9.77296 -1.48343
H -17.55522 9.61873 -0.02872
H -20.29590 9.03918 -2.72133
C -8.43126 15.16867 -3.95623
N -9.51237 14.27768 -4.43266
C -9.16676 13.60547 -5.68729
C -10.63591 14.09146 -3.63702
O -11.55008 13.38217 -4.04657
H -8.04387 15.84066 -4.72203
H -7.59773 14.61878 -3.51927
H -8.83526 15.88010 -3.23597
H -8.93691 14.32128 -6.47652
H -8.35105 12.94216 -5.39964
H -9.99509 13.06534 -6.14581
H -10.71643 14.65437 -2.69424
Br -15.77622 18.62707 -5.24689
C -15.34445 17.22230 -6.56539
C -14.19545 16.33635 -5.93071
Br -13.35897 15.09538 -7.32211
H -15.02149 17.65486 -7.51232
H -16.24835 16.61325 -6.57665
H -14.50590 15.72404 -5.08407
H -13.34121 16.96651 -5.68317
Br -16.99207 11.52698 5.21815
C -18.03096 12.17422 3.65829
C -19.09448 13.20363 4.13431
Br -20.40054 12.51980 5.44219
H -18.52629 11.39810 3.07486
H -17.30837 12.66189 3.00396
H -19.85841 13.44351 3.39474
H -18.58085 14.06217 4.56697
Br -16.74478 12.60245 0.32132
C -15.72175 13.15391 -1.28909
C -14.38963 13.71358 -0.86744
Br -13.62679 14.82956 -2.43715
H -16.16765 13.94105 -1.89710
H -15.67029 12.30219 -1.96735
H -13.64879 12.94442 -0.64911
H -14.27200 14.40528 -0.03329
Br -15.81818 16.92866 -0.04596
C -16.97208 17.46680 -1.52066
C -17.28032 18.94810 -1.23726
Br -18.74020 19.49167 -2.48279
H -17.82636 16.79258 -1.45954
H -16.44197 17.35661 -2.46668
H -16.38862 19.56999 -1.31626
H -17.67399 19.18206 -0.24813
Br -17.38853 14.34613 -4.82051
C -15.98696 13.02429 -5.16088
C -15.86215 12.79576 -6.60794
Br -14.66050 11.22922 -6.84780
H -16.30361 12.10972 -4.65948
H -15.06685 13.28639 -4.63857
H -15.41448 13.60508 -7.18475
H -16.83150 12.53033 -7.02984
*
```

- HOMO level (eV) = -8.737
- Kohn-Sham gap (eV) = 9.006
- lowest unoccupied orbital energy (hartree) = 0.00989
- SMILES = CN(C)C=O.CN(C)C=O.CN(C)C=O.CN(C)C=O.BrCCBr.BrCCBr.BrCCBr.BrCCBr.BrCCBr
- E (Ha) = -27127.1329
- energy relative to the best compared isomer or geometry (same formula, charge and spin) (kJ/mol) = 330.5
- M (g mol⁻¹) = 1231.7

Atom charges from the Mulliken analysis, given in e for atoms 1 to 6:
1 C -0.791
2 N 0.231
3 C -1.022
4 C 0.319
5 O -0.687
6 H 0.316

Here is one molecule with the formula C8H14N2OS from the OMol25 dataset. Energies are from wB97M-V/def2-TZVPD.

ORCA input file:
```
! RIJCOSX wB97M-V def2-TZVPD def2/J DEFGRID3
* xyz 0 1
C 1.87841 -2.21026 0.11355
C 0.66524 -1.19623 0.50936
C 1.10390 -0.57509 1.80545
N -0.62356 -1.97741 0.74798
C -1.63343 -1.86379 -0.27494
C -2.07397 -0.46814 -0.50336
N -0.85165 0.37191 -0.52339
C -1.06241 1.65342 -0.16786
O -2.11272 2.18760 0.05295
C 0.42400 2.32759 -0.11109
S 1.68765 1.18602 -0.68821
C 0.48130 -0.22727 -0.58175
H 2.75859 -1.60637 0.04914
H 1.87060 -2.82747 1.04083
H 1.82014 -2.76327 -0.89988
H 2.20523 -0.25558 1.73753
H 0.96098 -1.29368 2.71715
H 0.57881 0.42725 1.85471
H -1.12715 -1.39706 1.49962
H -1.37512 -2.36851 -1.14211
H -2.54803 -2.36506 0.01337
H -2.79246 -0.21683 0.35446
H -2.56731 -0.33164 -1.45351
H 0.73744 2.70100 0.92088
H 0.38272 3.16801 -0.89697
H 0.62311 -0.75088 -1.51578
*
```

- HOMO level (eV) = -8.929
- Kohn-Sham gap (eV) = 9.603
- lowest unoccupied orbital energy (hartree) = 0.02477
- SMILES = CC1(C)NCCN2C(=O)CS[C@H]21
- E (Ha) = -896.1323
- energy relative to the best compared isomer or geometry (same formula, charge and spin) (kJ/mol) = 105.4
- M (g mol⁻¹) = 186.3

Atom charges from the natural (NBO) analysis, given in e for atoms 1 to 6:
1 C -0.622
2 C 0.084
3 C -0.649
4 N -0.598
5 C -0.252
6 C -0.223

Here is one molecule with the formula C6H9N from the OMol25 dataset. Energies are from wB97M-V/def2-TZVPD.

ORCA input file:
```
! RIJCOSX wB97M-V def2-TZVPD def2/J DEFGRID3
* xyz 0 1
C 1.94876 -0.18213 0.51562
C 0.57789 0.38177 0.23946
C 0.12468 1.73442 0.35532
C -1.22455 1.74829 0.13675
N -1.61358 0.46966 -0.15505
C -0.52076 -0.36374 -0.12927
C -0.61871 -1.78770 -0.56730
H 2.67435 0.60821 0.73207
H 2.33456 -0.76832 -0.32856
H 1.94321 -0.85210 1.38744
H 0.70805 2.64200 0.37607
H -1.92345 2.57141 0.17543
H -2.51714 0.22038 -0.52182
H 0.37026 -2.15240 -0.86171
H -1.26936 -1.86862 -1.44744
H -1.00971 -2.45828 0.20610
*
```

- HOMO level (eV) = -7.784
- Kohn-Sham gap (eV) = 8.852
- lowest unoccupied orbital energy (hartree) = 0.03926
- SMILES = Cc1cc[nH]c1C
- E (Ha) = -288.7742
- energy relative to the best compared isomer or geometry (same formula, charge and spin) (kJ/mol) = 20.5
- M (g mol⁻¹) = 95.1

Atom charges from the natural (NBO) analysis, given in e for atoms 1 to 6:
1 C -0.629
2 C -0.091
3 C -0.305
4 C -0.075
5 N -0.507
6 C 0.117

Here is a 2-piece molecular cluster, C4H4O2 overall from the OMol25 dataset. Energies are from wB97M-V/def2-TZVPD.

ORCA input file:
```
! RIJCOSX wB97M-V def2-TZVPD def2/J DEFGRID3
* xyz 0 1
C 3.46979 -1.19944 0.09789
C 2.09799 0.99410 0.01469
C 1.24145 0.09952 -0.37410
C -0.05655 -0.18089 0.33975
O 2.90865 1.74014 0.38523
O 4.44028 -0.63943 -0.07362
H 1.37898 -0.32316 -1.35871
H -0.72045 0.68217 0.27883
H 0.11714 -0.40438 1.38913
H -0.54903 -1.02750 -0.12668
*
```

- HOMO level (eV) = -8.828
- Kohn-Sham gap (eV) = 9.546
- lowest unoccupied orbital energy (hartree) = 0.02639
- E (Ha) = -305.2395
- energy relative to the best compared isomer or geometry (same formula, charge and spin) (kJ/mol) = 105.0
- M (g mol⁻¹) = 84.1

Atom charges from the natural (NBO) analysis, given in e for atoms 1 to 6:
1 C 0.473
2 C 0.707
3 C -0.536
4 C -0.604
5 O -0.453
6 O -0.512